[1]
Entry from the Open Molecules 2025 dataset: a molecular structure, C32H56As3BaClF4N3O6S2 (ωB97M-V with the def2-TZVPD basis set).

Last column: Löwdin charge in e.
Geometry (Å):
Ba 0.6708 -0.3013 1.1900  1.57
C -2.8884 1.1351 2.5787  -0.08
C -1.8825 1.3225 3.7015  -0.26
N -1.0481 0.1470 3.9526  -0.19
C -1.8091 -1.0531 4.3167  -0.26
C -2.7590 -0.9079 5.5047  -0.07
C -0.0014 0.4747 4.9401  -0.18
C 1.3611 0.6578 4.2628  -0.26
N 1.2340 1.4850 3.0905  -0.16
C 1.3556 2.7974 3.0603  -0.26
C 0.7559 3.4790 1.9542  -0.18
F -0.0292 2.7425 1.1215  0.00
C 0.8993 4.8165 1.7068  -0.25
F 0.3026 5.3450 0.6151  0.06
C 1.6244 5.6464 2.5508  0.02
C 2.1588 5.0371 3.6742  -0.25
F 2.8617 5.7920 4.5467  0.06
C 2.0288 3.6922 3.9410  -0.15
F 2.6225 3.2103 5.0619  0.06
H -3.4393 2.0642 2.4213  0.08
H -3.6112 0.3483 2.8022  0.06
H -2.3926 0.8754 1.6408  0.02
H -2.4131 1.6348 4.6164  0.11
H -1.2102 2.1396 3.4407  0.10
H -1.0865 -1.8415 4.5220  0.09
H -2.3666 -1.3950 3.4421  0.09
H -2.2394 -0.5328 6.3897  0.07
H -3.1772 -1.8859 5.7483  0.07
H -3.5901 -0.2326 5.2906  0.06
H 0.0724 -0.3278 5.6787  0.12
H -0.2647 1.3912 5.4845  0.12
H 1.6953 -0.3431 3.9439  0.08
H 2.0995 0.9882 5.0002  0.11
H 1.7365 6.7021 2.3618  0.12
O 1.5641 -1.9365 -0.7223  -0.39
N 2.1903 -3.0561 -0.4067  -0.23
C 1.8884 -4.1579 -1.1325  -0.05
C 2.4550 -5.3759 -0.8859  -0.07
C 3.3791 -5.4738 0.1557  -0.08
C 3.6923 -4.3501 0.8729  -0.10
C 3.1085 -3.0950 0.6075  -0.69
S 3.5300 -1.6932 1.5022  0.53
H 1.1625 -3.9758 -1.9091  0.12
H 2.1643 -6.2282 -1.4821  0.10
H 3.8362 -6.4231 0.4020  0.10
H 4.3969 -4.3829 1.6908  0.10
C -4.0004 -2.0913 0.7524  -0.31
As -2.4111 -1.5211 -0.2381  1.09
C -1.8170 -3.3059 -0.7673  -0.30
C -3.4276 -0.9927 -1.8587  -0.37
C -2.7244 -0.4866 -3.1364  -0.66
C -1.7304 -1.5393 -3.6264  -0.08
C -2.0357 0.8702 -2.8981  -0.35
As -0.2813 0.9258 -1.9825  1.10
C 0.9161 0.5832 -3.4927  -0.29
C -0.1431 2.8773 -2.0194  -0.31
C -3.8653 -0.2739 -4.1574  -0.39
As -3.6758 0.0769 -6.1028  1.11
C -3.1440 -1.7083 -6.7315  -0.36
C -1.9385 0.9544 -6.3747  -0.36
H -4.6166 -2.7507 0.1389  0.03
H -4.5847 -1.2213 1.0527  0.01
H -3.6685 -2.6306 1.6395  0.00
H -2.4864 -3.7429 -1.5103  0.03
H -1.8049 -3.9269 0.1271  0.01
H -0.8023 -3.2461 -1.1539  -0.01
H -4.1296 -0.2262 -1.5117  0.07
H -4.0290 -1.8715 -2.1162  0.07
H -0.9674 -1.7343 -2.8697  0.05
H -1.2216 -1.2133 -4.5326  0.05
H -2.2395 -2.4830 -3.8381  0.09
H -2.6951 1.5034 -2.2948  0.08
H -1.8922 1.3866 -3.8481  0.04
H 0.5756 1.0946 -4.3944  0.02
H 1.0035 -0.4860 -3.6740  0.02
H 1.8990 0.9579 -3.2110  0.00
H -0.3055 3.2642 -3.0271  0.03
H 0.8506 3.1500 -1.6681  0.00
H -0.8680 3.3117 -1.3328  0.02
H -4.4954 0.5424 -3.7926  0.06
H -4.5101 -1.1604 -4.1636  0.06
H -3.9038 -2.4274 -6.4242  0.01
H -2.1769 -2.0260 -6.3481  0.01
H -3.1100 -1.6967 -7.8209  0.01
H -1.9829 1.9890 -6.0371  0.01
H -1.7678 0.9592 -7.4523  0.01
H -1.1060 0.4506 -5.8889  -0.01
O -1.9391 -4.1818 2.6352  -0.36
Cl -0.5052 -4.0167 2.6610  0.64
O 0.1237 -5.0402 1.8768  -0.33
O -0.0256 -4.0394 4.0122  -0.33
O -0.1941 -2.7155 2.0694  -0.58
C 3.8883 4.0237 -0.6163  -0.12
C 4.1509 3.3708 0.7274  -0.38
S 3.7241 1.6144 0.7879  0.88
O 2.3877 1.5166 0.0911  -0.72
C 4.9577 0.9539 -0.3932  -0.39
C 4.3179 0.5312 -1.7022  -0.14
H 4.0636 5.0982 -0.5517  0.08
H 2.8499 3.8639 -0.9034  0.05
H 4.5300 3.6186 -1.4007  0.07
H 3.5415 3.8293 1.5087  0.06
H 5.1968 3.4279 1.0407  0.09
H 5.3825 0.0905 0.1173  0.05
H 5.7327 1.7109 -0.5290  0.08
H 3.5179 -0.1877 -1.5186  0.05
H 5.0724 0.0576 -2.3336  0.08
H 3.9016 1.3837 -2.2388  0.06

LUMO energy   2.150 eV
Highest occupied orbital energy   -4.4894 eV
Charge   -1

***

[2]
Entry from the Open Molecules 2025 dataset: C6H12N2O in the gas phase (ωB97M-V with the def2-TZVPD basis set).

Last column: natural (NBO) charge in e.
Geometry (Å):
C -0.1986 -2.2273 0.0298  -0.44
C -0.0324 -0.9198 -0.0512  0.16
C 1.1516 -0.0984 0.1506  0.18
C 1.3033 0.8036 1.3439  -0.67
N 2.1311 -0.4362 -0.6237  -0.13
O 3.3203 0.2885 -0.3905  -0.59
N -1.0119 0.2187 -0.1225  -0.46
C -2.3736 -0.0717 0.2677  -0.41
C -0.9222 1.1588 -1.2184  -0.40
H 0.6735 -2.8591 0.0505  0.23
H -1.1805 -2.6700 0.0580  0.21
H 1.7538 1.7462 1.0336  0.24
H 1.9921 0.3345 2.0471  0.24
H 0.3569 0.9739 1.8482  0.24
H 3.9340 -0.0871 -1.0367  0.48
H -2.9134 -0.6223 -0.5138  0.17
H -2.9018 0.8679 0.4459  0.20
H -2.3797 -0.6510 1.1895  0.20
H -1.3733 2.1125 -0.9306  0.20
H -1.4488 0.7927 -2.1092  0.17
H 0.1198 1.3456 -1.4683  0.22

LUMO energy   0.918 eV
Highest occupied orbital energy   -8.2968 eV
SMILES   C=C(/C(C)=N/O)N(C)C

***

[3]
Entry from the Open Molecules 2025 dataset: C20H20Cl2F3N3O2 in the gas phase (ωB97M-V with the def2-TZVPD basis set).

Last column: natural (NBO) charge in e.
Geometry (Å):
C -4.9595 -0.5977 -2.8232  -0.58
C -4.1037 -1.4281 -1.8460  -0.23
C -4.0803 -2.8833 -2.4205  -0.63
C -2.7944 -0.6832 -1.6497  -0.40
C -1.7552 -1.5981 -0.9663  -0.44
C -0.4875 -0.9204 -0.5142  0.00
C -0.6994 -0.3450 0.7417  0.21
N -1.8568 -0.5556 1.5532  -0.65
C -2.7740 0.3647 1.9649  0.66
O -2.7875 1.5955 1.6321  -0.61
C -3.8668 -0.1486 2.9809  -0.50
Cl -4.6467 -1.6715 2.5445  -0.03
C 0.2475 0.4377 1.3402  -0.15
C 1.3852 0.8219 0.6888  -0.16
C 2.4153 1.6970 1.2442  0.66
O 2.0908 2.5993 2.0160  -0.59
N 3.6831 1.4827 0.8286  -0.63
C 4.9462 2.0001 1.3428  0.10
C 5.3518 3.3310 1.3380  -0.18
C 6.6547 3.6215 1.8974  -0.22
C 7.4114 2.6191 2.4166  0.02
N 7.0845 1.3698 2.2650  -0.41
C 5.8905 0.9778 1.7344  0.18
Cl 5.6005 -0.7034 1.2209  0.01
C 1.6251 0.3334 -0.6185  -0.15
C 0.7904 -0.7481 -1.1368  -0.13
C 1.0166 -1.4941 -2.4697  0.97
F 0.3329 -0.9949 -3.4128  -0.29
F 2.3280 -1.5978 -2.7660  -0.33
F 0.6630 -2.7309 -2.3543  -0.31
H -6.0174 -1.0866 -3.0575  0.20
H -5.1504 0.3580 -2.3502  0.21
H -4.3624 -0.5851 -3.7035  0.20
H -4.6203 -1.4800 -0.9765  0.20
H -4.8769 -3.2702 -3.0967  0.22
H -4.0193 -3.6228 -1.6311  0.21
H -3.1601 -3.0293 -3.0198  0.20
H -2.8978 0.2506 -1.0418  0.22
H -2.3078 -0.2200 -2.5214  0.21
H -1.4271 -2.2499 -1.7980  0.23
H -2.3131 -2.2585 -0.2301  0.22
H -2.1708 -1.4748 1.7156  0.40
H -3.2179 -0.1886 3.8571  0.23
H -4.6205 0.7204 3.2143  0.26
H 0.0629 0.9291 2.3581  0.25
H 3.8584 0.4849 0.6704  0.41
H 4.7458 4.2116 1.0668  0.25
H 6.9660 4.6601 2.0456  0.22
H 8.3236 3.0133 2.8744  0.20
H 2.4996 0.6870 -1.1483  0.24

LUMO energy   0.097 eV
Highest occupied orbital energy   -9.4757 eV
SMILES   CC(C)CCc1c(NC(=O)CCl)cc(C(=O)Nc2cccnc2Cl)cc1C(F)(F)F

***

[4]
Entry from the Open Molecules 2025 dataset: a molecular structure, C10H17N3O4 (ωB97M-V with the def2-TZVPD basis set).

Last column: natural (NBO) charge in e.
Geometry (Å):
C -0.6705 -0.2387 -1.2622  -0.16
C 0.3043 0.2419 -0.1991  0.72
C -0.9638 -1.7239 -1.1353  -0.43
C -2.2688 -2.2611 -1.6365  -0.51
C -2.0390 -3.7342 -1.7250  0.64
C 1.6036 1.8364 1.0782  -0.19
C 1.8805 1.5423 2.6550  0.77
C 1.6744 3.3319 0.9032  -0.36
C 0.1779 3.8335 0.5980  -0.42
C -0.5899 2.5567 0.0070  -0.22
H -1.1456 -0.3869 -3.1397  0.35
H 0.4433 -0.4274 -3.0135  0.36
H -1.6190 0.1956 -1.0824  0.20
H -1.1168 -2.2375 -0.1590  0.23
H 0.0426 -2.3257 -1.4638  0.27
H -2.4251 -1.8268 -2.6698  0.21
H -3.1933 -1.9403 -1.1166  0.22
H -3.5404 -3.7837 -0.4465  0.36
H -3.0141 -5.7174 0.0428  0.37
H 2.4464 1.6271 0.4253  0.26
H 2.0483 3.9914 1.6567  0.26
H 2.7146 3.3471 0.0485  0.18
H -0.0396 4.8036 0.1323  0.24
H -0.4313 3.6956 1.6716  0.21
H -1.4717 2.2655 0.5006  0.18
H -0.8722 2.3221 -1.1620  0.21
H 1.4791 -0.3325 2.1143  0.53
N -0.3191 0.1775 -2.6953  -0.78
N -3.0499 -4.4577 -1.0808  -0.77
N 0.3683 1.5215 0.4179  -0.45
O 1.1867 -0.4878 0.1604  -0.64
O -1.0296 -4.2719 -2.1319  -0.56
O 2.4618 2.4794 3.4751  -0.62
O 1.8870 0.2467 2.9299  -0.66

LUMO energy   -1.494 eV
Highest occupied orbital energy   -9.4409 eV

***

[5]
Entry from the Open Molecules 2025 dataset: 3 unconnected molecules or ions with the total composition CH10NO2 (ωB97M-V with the def2-TZVPD basis set).

Last column: natural (NBO) charge in e.
Geometry (Å):
C 0.2612 -0.1283 1.8587  -0.52
N -0.6514 -0.3589 0.6918  -1.04
H 1.2768 -0.4399 1.6630  0.23
H -0.1910 -0.6409 2.7081  0.21
H 0.2069 0.9100 2.1579  0.21
H -0.4139 -1.1966 0.1157  0.32
H -1.6239 -0.5925 1.0210  0.30
H -0.6536 0.5148 0.1350  0.39
H 2.8091 2.2529 -0.9385  0.47
H 3.3289 0.8523 -1.2798  0.47
O 2.8493 1.3509 -0.5985  -0.95
H -2.5626 -0.6637 -2.4840  0.47
H -2.6191 -1.7737 -1.4074  0.45
O -2.4262 -0.8500 -1.5324  -1.02

2S+1   2
LUMO energy (spin up / spin down)   0.829 / 0.584 eV
Highest occupied orbital energy (spin up / spin down)   -3.2636 / -11.5333 eV
⟨S²⟩   0.750

***

no.,maximum force (eV Å⁻¹)
1,0.2
2,4.4
3,4.4
4,8.7
5,1.3